No. 1
Density functional theory data (ωB97M-V/def2-TZVPD) for a cluster of 2 separate species, BH3S in total at a distorted geometry.

Its LUMO energy is 0.39 eV. For the HOMO-LUMO gap, the calculation gives 10.9947 eV. The energy relative to the best compared isomer or geometry (same formula, charge and spin) is 138.7 kJ/mol.

The geometry in XYZ format:
```
5
Properties=species:S:1:pos:R:3:forces:R:3
B 0.066133 -0.064038 -0.527125 1.94 -5.10 -0.05
S 0.109349 -0.235355 1.226670 -0.09 0.62 0.83
H -0.360166 0.689774 -1.161285 -1.31 2.83 -1.80
H 0.566581 -1.326719 -1.424408 -1.01 2.84 2.49
H -0.381897 0.936338 1.886149 0.47 -1.18 -1.46
```
Forces are in eV/Å.

No. 2
Density functional theory data (ωB97M-V/def2-TZVPD) for a cluster of 2 separate species, C10H26N3O in total at a distorted geometry.

Its LUMO energy is -3.20 eV. For the HOMO-LUMO gap, the calculation gives 9.4477 eV. Its net charge is +1.

The geometry in XYZ format:
```
40
Properties=species:S:1:pos:R:3:forces:R:3
C -2.743048 -0.656818 4.077055 -0.22 -0.44 -0.10
C -1.891597 -2.070748 4.153158 0.07 0.67 -0.79
C -1.480131 -2.432585 2.576518 -0.22 -0.27 1.50
N -0.442325 -1.366931 2.190286 0.43 -2.11 -0.45
C 0.363892 -1.854227 1.006356 0.76 -0.29 -1.07
C -0.571033 -2.202664 -0.333433 0.73 0.78 1.02
C -1.403175 -0.800953 -0.646089 -1.25 -3.35 -0.73
N -0.399233 0.166004 -1.230710 -1.40 1.49 0.18
C 0.738275 0.551387 -0.312289 3.28 1.30 0.86
C 1.949901 1.119815 -1.315484 -0.19 -0.76 0.82
N 1.599620 2.422229 -1.997893 -0.31 -1.98 -0.41
C 1.646834 2.336588 -3.506160 -0.45 0.84 -1.30
C 1.406937 -0.683140 0.532005 0.06 -0.24 0.23
H -2.858797 -0.198627 5.150494 -0.10 -0.97 -2.15
H -3.785824 -0.923320 3.564403 2.11 0.79 1.38
H -2.226346 0.163782 3.404257 -0.83 -1.89 1.37
H -0.928650 -1.901776 4.809231 -1.73 -0.43 -1.42
H -2.501543 -2.930151 4.662300 1.04 1.72 -1.13
H -1.036255 -3.521766 2.462305 -0.81 2.04 0.33
H -2.456811 -2.386974 1.929197 1.93 0.15 1.09
H 0.237547 -1.386658 3.001776 -1.02 0.25 -1.21
H 1.012690 -2.804844 1.308463 -1.34 1.81 -0.83
H -1.269315 -3.128452 -0.178569 1.22 2.01 -0.26
H 0.189901 -2.462442 -1.214636 -1.78 0.65 1.75
H -2.178710 -1.085429 -1.505136 1.62 0.99 1.82
H -1.995314 -0.406754 0.283032 1.62 -0.47 -1.76
H -0.053299 -0.171003 -2.162899 -0.20 0.15 1.13
H -0.933918 1.063144 -1.432970 0.89 -1.27 0.06
H 0.439402 1.470407 0.388523 0.16 -2.31 -1.53
H 2.151607 0.218018 -2.067815 -0.39 1.99 1.27
H 2.938686 1.240159 -0.694206 -2.01 -0.29 -1.00
H 0.705568 2.824010 -1.638669 1.17 -0.52 -0.60
H 2.372012 3.188618 -3.919773 -1.76 -1.89 0.78
H 0.548207 2.464965 -3.953476 2.45 -0.05 0.72
H 2.052514 1.328834 -3.939455 -0.67 1.77 1.18
H 1.914383 -0.248624 1.519849 -1.03 -0.75 -2.37
H 2.254348 -1.144902 -0.168793 -1.83 0.86 1.64
O 2.177767 5.775836 -5.071006 -0.01 -0.54 0.21
H 2.374158 4.969857 -5.571832 -0.04 0.36 0.06
H 2.081076 5.466134 -4.157918 0.05 0.24 -0.29
```
Forces are in eV/Å.

No. 3
Density functional theory data (ωB97M-V/def2-TZVPD) for the ion C6H13NP with charge +1 at a distorted geometry.

Its LUMO energy is -4.70 eV. For the HOMO-LUMO gap, the calculation gives 8.9978 eV. The energy relative to the best compared isomer or geometry (same formula, charge and spin) is 251.4 kJ/mol. Its structure (SMILES) is C=[N+]1C(C)(C)[C@]1(C)P. Its net charge is +1.

The geometry in XYZ format:
```
21
Properties=species:S:1:pos:R:3:forces:R:3
C 0.217717 -0.523710 2.184586 3.83 3.64 -1.29
N 0.029468 -0.097743 1.017982 -0.95 -1.52 0.75
C 0.548908 0.505002 -0.177879 1.00 0.77 -0.43
C 0.286504 1.957013 -0.388086 -1.96 2.85 -0.74
C 2.025099 0.229986 -0.345197 1.28 -0.13 -1.23
C -0.636010 -0.465708 -0.162759 -2.48 2.54 -0.59
C -0.762974 -1.806034 -0.766174 -0.90 -1.41 1.84
P -2.535618 0.559066 -0.116606 1.22 -2.75 0.56
H -0.309799 -1.218300 2.651196 -2.67 -3.10 1.59
H 1.098007 -0.109747 2.671148 -0.24 0.07 0.37
H -0.070467 2.262417 -1.487592 0.26 -1.07 2.51
H 1.153045 2.595167 -0.283631 0.68 -0.35 0.06
H -0.371094 2.400227 0.446136 0.35 -0.78 -1.65
H 2.345323 -0.721016 0.024417 0.02 -0.74 0.37
H 2.624660 1.003721 0.156981 -0.50 -0.23 0.25
H 2.460307 0.278090 -1.372456 -1.04 0.02 0.38
H -0.535701 -2.701140 -0.097538 -1.18 1.18 -0.44
H -0.024496 -1.932423 -1.445463 2.65 -0.09 -2.42
H -1.668426 -1.821143 -1.379320 -0.06 -0.65 0.70
H -3.146093 -0.811157 0.408022 0.77 2.09 -1.19
H -2.728369 0.417436 -1.537776 -0.05 -0.36 0.61
```
Forces are in eV/Å.

No. 4
Density functional theory data (ωB97M-V/def2-TZVPD) for a cluster of 8 separate species, C50H84BrF4N12S2 in total at a distorted geometry.

Its LUMO energy is -3.09 eV. For the HOMO-LUMO gap, the calculation gives 7.0510 eV. The energy relative to the best compared isomer or geometry (same formula, charge and spin) is 0.0 kJ/mol. Its net charge is +1.

The geometry in XYZ format:
```
153
Properties=species:S:1:pos:R:3:forces:R:3
C -5.660568 6.432758 -1.990581 0.61 -0.15 -0.28
C -5.428806 5.325230 -0.968538 -0.94 0.05 -0.74
N -6.115260 5.538524 0.325435 2.47 -1.18 0.56
C -5.502261 6.621423 1.110888 -0.30 1.22 -0.75
C -6.104398 8.007831 0.739469 0.52 -0.49 -0.52
C -6.004998 4.304082 0.982541 0.18 -0.50 0.31
S -4.879666 3.911406 2.104277 -0.05 0.18 0.19
S -7.188302 3.053684 0.507575 -0.12 0.27 -0.88
C -6.229027 1.520121 0.302551 0.84 -0.21 0.64
C -4.792535 1.660634 -0.265369 -0.64 0.50 -0.27
C -4.480491 0.639979 -1.383093 -0.54 0.25 0.35
C -3.400013 -0.406491 -1.065159 -0.68 1.77 -0.27
F -3.418748 -0.630859 0.288810 0.25 -0.61 -0.17
N -3.875262 -1.716096 -1.662783 -0.07 -0.23 0.38
C -3.755426 -1.826298 -3.154693 0.26 -0.30 -0.87
Br -5.425120 -1.380402 -4.039999 0.03 0.05 0.36
C -2.562934 -1.073772 -3.766894 0.54 -0.57 0.23
N -2.151270 0.094301 -3.028732 -0.36 0.80 -0.02
C -1.176872 0.899015 -3.728411 -0.53 -0.78 0.26
C -1.597708 2.118625 -4.226693 0.07 0.55 -0.38
C -0.698583 2.915653 -4.937265 0.11 -0.82 0.59
C 0.584009 2.396201 -5.084349 -0.31 0.57 -0.19
C 0.870174 1.144190 -4.566818 0.91 -0.44 -0.04
N 0.031789 0.356795 -3.883546 -0.36 1.13 -0.41
C -1.969161 -0.088243 -1.592944 0.12 -1.59 0.39
C -1.036281 -1.317976 -1.325443 0.17 -0.12 0.89
C -0.618328 -1.592629 0.151043 0.17 -0.19 -0.45
C 0.878757 -1.440139 0.349023 -0.69 -1.02 0.63
F 1.187252 -1.847374 1.603967 0.10 0.46 -0.02
F 1.321308 -0.195921 0.177875 0.25 -0.07 -0.08
F 1.550005 -2.282662 -0.462089 0.13 0.46 -0.27
C -1.330619 1.102962 -0.872265 0.14 0.95 -0.75
N -1.942622 2.421312 -1.139224 0.27 -0.09 0.72
C -1.911526 3.235629 0.103616 0.87 -0.05 -0.39
H -6.701120 6.749035 -2.030942 0.05 0.02 0.12
H -5.399928 6.029077 -2.975034 -0.07 0.04 0.04
H -4.990721 7.283428 -1.848188 -0.27 0.10 0.18
H -5.865163 4.415879 -1.390128 -0.01 0.06 0.06
H -4.356686 5.106710 -0.837109 -0.02 0.28 0.18
H -4.430450 6.647178 0.880656 0.04 -0.13 0.45
H -5.663708 6.490436 2.176010 0.14 -0.48 -0.10
H -5.323991 8.626095 0.289581 -0.09 0.18 0.23
H -6.857898 7.893393 -0.039103 -0.25 0.06 0.33
H -6.503709 8.500532 1.622469 -0.12 0.08 -0.15
H -6.845936 0.914030 -0.364587 -0.13 0.17 0.04
H -6.156490 0.995051 1.258984 -0.21 0.03 -0.02
H -4.726391 2.653707 -0.706974 0.24 -0.08 -0.04
H -4.093381 1.664210 0.562783 0.08 -0.21 -0.12
H -5.422503 0.114944 -1.576640 0.15 -0.13 -0.01
H -4.276142 1.189574 -2.297939 0.40 -0.27 -0.01
H -3.371454 -2.459749 -1.169098 0.19 -0.05 -0.36
H -4.860089 -1.871842 -1.421889 0.01 0.29 0.09
H -3.619878 -2.881944 -3.378993 -0.13 0.02 0.15
H -1.749058 -1.810963 -3.872370 -0.01 0.08 0.07
H -2.837598 -0.811679 -4.788171 0.00 0.21 0.11
H -2.611863 2.458315 -4.060921 0.02 -0.17 0.11
H -1.004338 3.884472 -5.308919 0.15 -0.04 -0.10
H 1.353460 2.957690 -5.601458 0.01 -0.16 -0.05
H 1.869726 0.746217 -4.723678 -0.08 -0.02 0.06
H -1.475268 -2.252735 -1.686143 0.02 0.14 -0.19
H -0.114377 -1.217212 -1.901274 -0.25 0.28 -0.24
H -0.804731 -2.643904 0.382677 -0.02 0.08 0.10
H -1.134626 -1.009522 0.909014 0.04 0.09 -0.09
H -0.292123 1.122133 -1.222396 -0.01 -0.17 0.16
H -1.284148 0.970810 0.207031 -0.19 -0.41 -0.08
H -1.272988 2.903937 -1.728392 -0.40 -0.04 -0.43
H -0.864652 3.425530 0.388757 -0.11 0.05 0.12
H -2.366973 4.203166 -0.092599 -0.27 -0.11 0.24
H -2.360431 2.712024 0.944198 -0.36 0.19 -0.13
C 5.156912 -2.459280 3.725351 -0.04 -0.08 -0.07
C 3.664139 -2.754409 3.629177 0.32 0.14 -0.06
C 2.990699 -2.887939 4.997910 -0.19 0.05 -0.29
C 3.474586 -4.045478 5.748216 0.03 0.02 0.15
N 3.850440 -4.958357 6.335017 0.01 0.05 -0.11
H 5.694695 -3.281272 4.200388 0.01 0.03 0.04
H 5.578019 -2.320060 2.729308 0.05 0.01 0.02
H 5.343132 -1.550279 4.300527 0.01 -0.01 0.01
H 3.510844 -3.666420 3.046177 -0.08 -0.02 0.06
H 3.178065 -1.944965 3.083690 -0.09 -0.02 0.06
H 1.911267 -2.990159 4.864294 0.00 -0.06 0.11
H 3.150143 -1.981723 5.584910 0.07 -0.06 0.07
C 5.025076 -0.302419 -6.577254 -0.02 0.03 -0.04
C 6.014594 0.762743 -7.035768 -0.10 -0.27 0.05
C 5.710559 2.148587 -6.457350 0.32 -0.11 -0.15
C 4.440963 2.685448 -6.944683 -0.06 0.12 0.08
N 3.446256 3.109810 -7.332497 -0.02 -0.11 0.11
H 4.015236 -0.085378 -6.931647 0.00 0.02 0.01
H 5.309832 -1.278591 -6.968257 -0.02 -0.01 0.02
H 5.000142 -0.371497 -5.487346 0.00 -0.01 0.00
H 6.022067 0.808134 -8.125796 0.03 0.09 0.01
H 7.018906 0.473270 -6.723272 0.02 0.10 0.00
H 6.507342 2.841995 -6.731385 -0.09 0.09 -0.01
H 5.691557 2.105644 -5.366708 -0.11 0.03 0.00
C 8.587415 -4.934134 2.884263 0.01 0.07 0.01
C 8.148331 -3.929007 1.824821 -0.09 -0.16 0.30
C 9.075131 -3.895130 0.607507 -0.33 0.13 -0.01
C 10.414455 -3.409874 0.937553 0.12 -0.06 -0.06
N 11.467602 -3.033385 1.197531 -0.07 -0.02 0.01
H 9.559051 -4.670500 3.304213 0.02 -0.02 -0.03
H 7.869259 -4.960131 3.704951 0.02 -0.02 0.01
H 8.655893 -5.940545 2.466292 0.01 0.00 0.01
H 8.084484 -2.935109 2.273549 0.06 0.04 -0.10
H 7.143191 -4.191561 1.486367 0.04 0.05 -0.15
H 8.647160 -3.241753 -0.154655 0.09 0.02 -0.03
H 9.147345 -4.889379 0.163061 0.10 0.00 0.02
C 1.607673 -7.282760 5.557579 -0.08 -0.14 -0.02
C 1.496830 -7.216909 4.040304 0.16 -0.01 0.25
C 0.119515 -6.754233 3.553913 0.31 0.04 -0.21
C -0.944755 -7.702055 3.877963 -0.12 0.03 0.06
N -1.780504 -8.447566 4.130900 0.06 0.03 -0.04
H 0.925842 -8.026011 5.974677 -0.04 0.02 -0.04
H 2.619402 -7.559959 5.847453 0.00 0.07 0.05
H 1.383141 -6.317159 6.011513 0.03 -0.01 0.02
H 1.733476 -8.194784 3.616091 -0.06 0.03 -0.09
H 2.247501 -6.516470 3.662908 -0.05 0.02 -0.07
H 0.143009 -6.623099 2.468949 -0.11 -0.03 0.00
H -0.120205 -5.779769 3.985214 -0.08 -0.05 0.08
C 5.457441 2.325151 4.055047 0.06 0.03 0.00
C 5.911398 2.887136 2.712586 -0.16 -0.01 0.25
C 6.282580 1.794860 1.704989 -0.06 0.33 -0.08
C 7.454499 1.029268 2.126202 -0.01 -0.15 -0.06
N 8.376061 0.430953 2.459462 -0.07 0.00 0.03
H 6.260278 1.773844 4.546823 -0.01 -0.03 -0.03
H 5.153698 3.132020 4.721584 -0.01 -0.02 0.02
H 4.605264 1.652544 3.930594 0.01 -0.01 0.00
H 6.759654 3.555920 2.865515 0.03 -0.03 -0.08
H 5.105407 3.488755 2.287444 0.04 -0.02 -0.09
H 6.495068 2.248916 0.735413 0.08 -0.08 -0.01
H 5.439074 1.116644 1.558166 0.06 -0.09 0.05
C 3.092388 -7.836294 -1.096037 0.04 0.01 0.04
C 3.037033 -7.100570 0.237843 -0.04 -0.26 -0.18
C 3.093296 -5.577698 0.085422 -0.14 -0.18 0.31
C 4.369770 -5.117889 -0.457124 -0.01 0.14 -0.10
N 5.370703 -4.756861 -0.888770 -0.01 -0.02 0.06
H 4.039335 -7.660284 -1.608120 -0.02 0.04 -0.01
H 2.995255 -8.910151 -0.940292 0.00 0.00 -0.02
H 2.281992 -7.517520 -1.755032 0.01 0.00 -0.01
H 3.854608 -7.443626 0.874106 -0.01 0.10 0.06
H 2.107227 -7.361959 0.748494 0.01 0.09 0.06
H 2.941945 -5.108028 1.060283 0.08 0.09 -0.04
H 2.281702 -5.233507 -0.559121 0.08 0.04 -0.09
C -11.045820 7.994767 1.963204 0.02 0.00 -0.06
C -11.583724 7.049057 0.895389 0.01 0.24 0.17
C -11.073369 5.612954 1.058057 -0.30 0.12 -0.19
C -9.630623 5.512153 0.853497 -0.01 0.00 0.08
N -8.493979 5.432873 0.693266 -1.94 0.14 0.41
H -9.960555 8.092252 1.898237 0.00 -0.03 0.02
H -11.475230 8.988619 1.840350 0.01 0.00 0.02
H -11.298421 7.640926 2.964345 0.01 0.00 0.00
H -11.319726 7.427816 -0.093674 -0.01 -0.09 -0.03
H -12.673457 7.034252 0.948996 0.00 -0.10 -0.04
H -11.572083 4.963939 0.335608 0.11 -0.06 -0.01
H -11.325284 5.233133 2.049931 0.12 0.00 0.03
```
Forces are in eV/Å.

No. 5
Density functional theory data (ωB97M-V/def2-TZVPD) for an isolated molecule of C9H11NOS at a distorted geometry.

Its LUMO energy is 0.64 eV. For the HOMO-LUMO gap, the calculation gives 8.1862 eV. The energy relative to the best compared isomer or geometry (same formula, charge and spin) is 395.4 kJ/mol.

The geometry in XYZ format:
```
23
Properties=species:S:1:pos:R:3:forces:R:3
C -3.275579 -1.252627 0.030548 -2.21 -1.02 -0.57
C -2.429369 -1.157428 1.111708 -1.99 -1.24 3.42
C -2.769992 -1.115795 -1.249463 0.62 1.11 -1.06
C -1.122345 -0.826581 1.023280 1.43 -0.30 -0.77
C -1.333317 -0.831099 -1.419501 -3.81 0.89 -0.26
C -0.636502 -0.637758 -0.281545 5.47 0.19 1.97
C 1.163678 -0.398188 -0.181619 -3.62 0.67 0.18
C 0.734971 2.012705 0.018338 -0.45 1.44 1.14
C 2.950123 1.196898 0.294868 2.30 -0.23 -2.03
N 1.593742 0.894879 -0.003474 -0.07 -2.76 -1.19
O 3.424781 -1.644539 -0.251656 1.05 -0.39 0.33
S 1.969112 -1.857125 -0.058460 -1.10 0.98 -0.94
H -4.385084 -1.541305 0.285829 2.26 0.74 -0.97
H -2.928517 -1.482480 2.104607 1.20 0.91 -1.45
H -3.475778 -1.026204 -2.143692 1.25 -0.49 1.29
H -0.371068 -0.841091 1.832818 -0.94 0.16 -0.28
H -1.093582 -0.383511 -2.369442 0.76 -0.66 -0.31
H 0.460656 2.405286 -1.013377 -0.62 -0.82 1.37
H -0.004541 1.813669 0.894790 0.41 0.96 -2.19
H 1.453441 2.774629 0.372020 -0.96 0.25 0.08
H 3.452478 1.956294 -0.379518 -1.02 -0.67 0.04
H 3.089605 1.653451 1.232461 -0.13 0.11 1.70
H 3.533087 0.287925 0.150488 0.15 0.18 0.50
```
Forces are in eV/Å.

No. 6
Density functional theory data (ωB97M-V/def2-TZVPD) for a cluster of 2 separate species, C4H8NO3 in total.

Its LUMO energy is 3.94 eV. For the HOMO-LUMO gap, the calculation gives 8.3751 eV. The energy relative to the best compared isomer or geometry (same formula, charge and spin) is 20.7 kJ/mol. Its net charge is -1.

The geometry in XYZ format:
```
16
Properties=species:S:1:pos:R:3:forces:R:3
C -2.171478 1.352722 1.323969 -0.21 -0.33 -0.09
C -1.758793 1.938754 -0.007631 0.13 -0.09 -0.22
O -2.532870 2.624872 -0.670717 0.00 0.05 0.10
N -0.508672 1.647569 -0.401394 -0.07 0.29 0.46
H -0.191425 1.977955 -1.295332 0.02 -0.19 -0.06
H 0.095237 1.022211 0.118610 -0.08 -0.33 -0.39
H -1.439710 0.657527 1.734336 0.08 0.14 0.03
H -3.106351 0.807087 1.185434 0.02 0.04 -0.09
H -2.390763 2.165220 2.008423 0.11 0.13 0.18
C 2.392950 -2.540912 -0.685051 0.45 0.00 0.05
C 1.436684 -1.372459 -0.410486 -0.31 0.34 0.09
O 1.398075 -0.479481 -1.291231 0.19 -0.01 0.00
O 0.786357 -1.389253 0.663629 0.09 0.04 0.06
H 3.424031 -2.213782 -0.488998 -0.18 0.08 -0.03
H 2.351856 -2.796061 -1.744740 -0.05 -0.17 0.06
H 2.214870 -3.401968 -0.038821 -0.19 0.01 -0.13
```
Forces are in eV/Å.

Number 1: E_tot -424.766448 Eh. Number 2: E_tot -635.706149 Eh. Number 3: E_tot -632.121859 Eh. Number 4: E_tot -6382.170662 Eh. Number 5: E_tot -877.586938 Eh. Number 6: E_tot -437.797619 Eh.